(1)
65
Properties=species:S:1:pos:R:3:mulliken_charge:R:1 method="wB97M-V/def2-TZVPD" homo_energy_ev=-8.10 smiles="Cc1noc(/C=C/N(C)C)c1S(=O)(=O)N1CCC[C@@H](C(=O)NCCC2=CCCCC2)C1" orbital_gap_ev=8.55 lumo_energy_ev=0.457
C -2.802 2.930 -2.689 -1.3083
C -2.076 1.649 -2.548 0.2393
N -2.639 0.482 -2.707 -0.9252
O -1.685 -0.475 -2.482 -0.1777
C -0.516 0.117 -2.173 -0.1582
C 0.646 -0.630 -1.851 -0.4597
C 0.656 -1.987 -1.810 0.4433
N 1.717 -2.763 -1.545 0.1531
C 1.595 -4.189 -1.405 -1.0425
C 3.018 -2.190 -1.295 -1.0161
C -0.709 1.490 -2.205 -0.0747
S 0.466 2.757 -1.904 1.6963
O 1.783 2.169 -1.958 -0.7478
O 0.212 3.872 -2.765 -0.8150
N 0.037 3.235 -0.348 0.1833
C 0.624 4.499 0.059 -0.9108
C 2.088 4.348 0.471 -0.5074
C 2.231 3.272 1.547 -1.1939
C 1.648 1.957 1.029 1.3177
C 1.748 0.837 2.054 -0.0820
O 2.084 1.004 3.206 -0.7274
N 1.462 -0.388 1.541 0.3478
C 1.320 -1.539 2.404 -1.0396
C -0.073 -1.611 3.046 -1.5084
C -1.170 -1.790 2.033 1.2055
C -1.993 -0.803 1.706 -0.5411
C -3.131 -0.924 0.740 -0.8633
C -3.092 -2.230 -0.048 -0.0534
C -2.695 -3.385 0.863 -1.1680
C -1.288 -3.152 1.405 0.0371
C 0.178 2.198 0.648 -0.9132
H -3.030 3.330 -1.701 0.2575
H -2.163 3.647 -3.200 0.3324
H -3.728 2.776 -3.235 0.4294
H 1.527 -0.031 -1.694 0.4919
H -0.267 -2.516 -2.008 0.5542
H 1.852 -4.502 -0.388 0.3594
H 2.266 -4.700 -2.101 0.3479
H 0.575 -4.502 -1.618 0.3223
H 3.076 -1.747 -0.296 0.2201
H 3.234 -1.414 -2.029 0.4186
H 3.773 -2.969 -1.378 0.3750
H 0.524 5.172 -0.794 0.4717
H 0.028 4.886 0.893 0.4569
H 2.670 4.060 -0.407 0.3264
H 2.463 5.304 0.838 0.4572
H 3.280 3.131 1.810 0.3948
H 1.699 3.567 2.454 0.3345
H 2.187 1.659 0.125 0.4738
H 1.034 -0.442 0.627 -0.3051
H 1.523 -2.441 1.821 0.3334
H 2.071 -1.440 3.192 0.5456
H -0.229 -0.689 3.608 0.3909
H -0.082 -2.446 3.750 0.5333
H -1.893 0.162 2.187 0.3419
H -4.065 -0.861 1.310 0.3994
H -3.127 -0.074 0.052 0.2033
H -2.368 -2.141 -0.859 -0.2165
H -4.068 -2.416 -0.499 0.3473
H -3.397 -3.445 1.697 0.3511
H -2.736 -4.330 0.318 0.4169
H -0.565 -3.236 0.586 -0.2180
H -1.037 -3.920 2.142 0.4686
H -0.286 1.295 0.244 -0.2895
H -0.385 2.510 1.534 0.2834



(2)
66
Properties=species:S:1:pos:R:3:mulliken_charge:R:1 method="wB97M-V/def2-TZVPD" homo_energy_ev=-8.54 smiles="CCCN(CCC)CCNC(=O)[C@H]1CCCN(S(=O)(=O)c2ccc3c(c2)oc(=O)n3C)C1" orbital_gap_ev=9.15 lumo_energy_ev=0.605
C -3.639 0.027 -3.232 -1.5258
C -3.038 -0.364 -1.889 0.4571
C -3.597 0.500 -0.752 -1.3172
N -3.097 0.057 0.543 0.6994
C -4.102 -0.526 1.412 -1.2436
C -5.104 0.459 2.032 0.0773
C -6.159 -0.274 2.851 -1.3857
C -2.207 0.994 1.200 -1.6848
C -0.852 1.037 0.493 -0.0216
N -0.393 -0.322 0.285 0.3318
C 0.588 -0.642 -0.581 -0.1000
O 1.306 0.191 -1.102 -0.7465
C 0.682 -2.147 -0.842 0.7750
C 1.493 -2.456 -2.105 -1.5077
C 2.988 -2.252 -1.871 0.0292
C 3.442 -3.119 -0.700 -1.0014
N 2.684 -2.825 0.490 0.2641
S 3.373 -1.928 1.693 1.2999
O 4.720 -2.399 1.834 -0.7623
O 2.483 -1.996 2.816 -0.7435
C 3.445 -0.224 1.141 -0.0242
C 4.409 0.147 0.220 -0.6664
C 4.450 1.436 -0.288 -0.9234
C 3.494 2.322 0.174 0.5605
C 2.549 1.939 1.136 0.7511
C 2.502 0.659 1.638 -0.5215
O 1.743 3.004 1.417 -0.5134
C 2.146 4.049 0.638 0.4321
O 1.636 5.132 0.631 -0.6238
N 3.225 3.638 -0.114 0.0544
C 3.894 4.477 -1.069 -1.0598
C 1.257 -2.916 0.365 -1.5251
H -3.232 -0.592 -4.028 0.4175
H -4.720 -0.096 -3.220 0.3605
H -3.416 1.067 -3.460 0.3451
H -1.953 -0.257 -1.931 -0.1832
H -3.262 -1.411 -1.674 0.2934
H -4.689 0.437 -0.779 0.4771
H -3.328 1.547 -0.928 0.3683
H -4.644 -1.273 0.826 0.3971
H -3.581 -1.054 2.218 0.3952
H -4.571 1.164 2.673 0.2676
H -5.591 1.032 1.240 0.3110
H -5.692 -0.840 3.654 0.3405
H -6.859 0.432 3.291 0.3803
H -6.718 -0.966 2.225 0.3298
H -2.611 2.018 1.245 0.3690
H -2.052 0.644 2.224 0.4595
H -0.924 1.542 -0.477 0.3272
H -0.140 1.595 1.104 0.0561
H -1.070 -1.020 0.557 0.3712
H -0.345 -2.502 -0.992 0.4520
H 1.309 -3.494 -2.397 0.4315
H 1.156 -1.806 -2.914 0.4346
H 3.167 -1.200 -1.651 -0.0276
H 3.546 -2.523 -2.768 0.4248
H 3.297 -4.180 -0.946 0.3876
H 4.491 -2.965 -0.451 0.4245
H 5.135 -0.588 -0.089 0.5427
H 5.186 1.729 -1.019 0.4898
H 1.785 0.331 2.372 0.5257
H 3.816 4.047 -2.069 0.3312
H 3.404 5.449 -1.049 0.3633
H 4.946 4.591 -0.804 0.3303
H 0.998 -3.977 0.249 0.4277
H 0.840 -2.558 1.306 0.5443



(3)
65
Properties=species:S:1:pos:R:3:mulliken_charge:R:1 method="wB97M-V/def2-TZVPD" homo_energy_ev=-8.44 smiles="Cc1cc(=O)n2nc(N3CCC[C@@H](C(=O)NCCCN4C[C@H](C)C[C@H](C)C4)C3)sc2n1" orbital_gap_ev=8.93 lumo_energy_ev=0.487
C -6.429 -0.895 -0.338 -1.2362
C -5.104 -0.421 0.157 0.9199
C -4.305 -1.164 0.977 -0.9124
C -3.038 -0.694 1.456 0.5815
O -2.266 -1.248 2.205 -0.6489
N -2.733 0.593 0.935 0.7480
N -1.580 1.226 1.234 -1.0911
C -1.531 2.408 0.730 0.5727
N -0.540 3.278 0.949 0.1458
C -0.401 4.483 0.161 -1.1690
C 0.484 4.222 -1.059 -0.3122
C 1.827 3.649 -0.614 -1.1087
C 1.617 2.401 0.246 2.6811
C 2.958 1.840 0.727 -0.1463
O 3.959 2.524 0.799 -0.7226
N 2.909 0.544 1.084 -0.0672
C 4.113 -0.224 1.301 -0.9290
C 4.424 -1.094 0.079 -0.6727
C 3.486 -2.296 -0.042 -0.9459
N 2.067 -1.959 -0.038 0.4909
C 1.273 -3.147 0.251 -1.6044
C -0.216 -2.829 0.370 1.4265
C -1.010 -4.099 0.658 -1.9284
C -0.698 -2.156 -0.912 -1.6764
C 0.164 -0.927 -1.186 3.0430
C -0.279 -0.189 -2.446 -2.0972
C 1.628 -1.364 -1.290 -1.7816
C 0.723 2.756 1.441 -1.6147
S -2.968 2.839 -0.250 -0.2559
C -3.608 1.264 0.146 0.6882
N -4.749 0.821 -0.259 -0.6482
H -7.213 -0.243 0.043 0.2992
H -6.455 -0.836 -1.424 0.3174
H -6.621 -1.916 -0.021 0.3456
H -4.608 -2.142 1.315 0.3622
H -1.390 4.835 -0.138 0.4834
H 0.062 5.240 0.801 0.4003
H 0.630 5.151 -1.609 0.4938
H -0.021 3.512 -1.719 0.1619
H 2.436 3.397 -1.483 0.3990
H 2.381 4.387 -0.031 0.3956
H 1.107 1.635 -0.345 -1.0464
H 2.092 -0.028 0.907 0.0995
H 4.922 0.489 1.473 0.5304
H 3.985 -0.851 2.187 0.3862
H 5.443 -1.476 0.162 0.4322
H 4.379 -0.470 -0.815 0.3035
H 3.755 -2.870 -0.948 0.3604
H 3.662 -2.943 0.821 0.4652
H 1.623 -3.566 1.198 0.6153
H 1.417 -3.913 -0.533 0.2722
H -0.362 -2.136 1.203 0.1636
H -2.059 -3.854 0.798 0.2989
H -0.649 -4.575 1.566 0.4525
H -0.921 -4.806 -0.165 0.4001
H -1.747 -1.869 -0.811 0.3945
H -0.621 -2.853 -1.751 0.5119
H 0.063 -0.259 -0.323 -0.9177
H -1.314 0.136 -2.353 0.2986
H -0.205 -0.841 -3.314 0.4847
H 0.343 0.686 -2.625 0.3956
H 2.258 -0.498 -1.510 0.3532
H 1.733 -2.076 -2.130 0.5264
H 0.519 1.881 2.058 0.6189
H 1.200 3.530 2.047 0.2134



(4)
67
Properties=species:S:1:pos:R:3:mulliken_charge:R:1 method="wB97M-V/def2-TZVPD" homo_energy_ev=-4.33 orbital_gap_ev=4.80 lumo_energy_ev=0.471 total_charge=-1
C -2.754 5.095 0.602 -1.1649
C -1.805 4.684 -0.523 -0.4309
S -0.113 4.919 0.075 -0.1622
C 0.847 3.719 -0.900 -0.8666
Nb 1.242 1.738 0.152 -0.5877
O 1.225 2.435 2.075 -0.7752
C 0.002 2.335 2.803 -0.4961
C -0.347 0.918 3.215 1.9354
C 0.799 0.408 4.084 -2.0616
C -1.634 0.825 4.045 -1.7268
C -2.949 0.732 3.275 1.1364
C -3.194 -0.669 2.710 -1.5863
C -3.121 1.761 2.170 -1.4847
H -2.800 6.175 0.676 0.3783
H -2.318 4.751 1.531 0.2390
H -3.736 4.652 0.488 0.2879
H -1.996 5.304 -1.391 0.4508
H -1.962 3.645 -0.781 0.2891
H 1.758 4.187 -1.256 0.4858
H 0.257 3.504 -1.786 0.3606
H 3.056 2.089 0.028 0.0183
H 1.579 0.036 0.790 -0.0210
H -0.544 1.325 0.251 0.2167
H 1.266 0.984 -1.512 0.0565
H -0.786 2.833 2.248 -0.0283
H 0.128 2.898 3.734 0.3065
H -0.446 0.236 2.375 -0.0180
H 0.741 -0.667 4.218 0.4311
H 1.758 0.681 3.662 0.4424
H 0.731 0.863 5.071 0.4147
H -1.654 1.618 4.790 0.3506
H -1.555 -0.102 4.612 0.4071
H -3.759 0.912 3.982 0.3608
H -2.546 -0.885 1.865 0.2358
H -2.978 -1.401 3.486 0.4321
H -4.228 -0.741 2.393 0.4568
H -2.507 1.540 1.303 -0.0159
H -2.853 2.753 2.511 0.2479
H -4.164 1.789 1.863 0.5782
C 4.273 -2.250 -2.944 -1.2717
C 5.178 -2.670 -3.832 0.5391
C 6.240 -1.761 -4.379 1.0327
O 7.039 -2.233 -5.174 -0.6644
C 6.261 -0.378 -3.940 -1.0185
C 5.352 0.051 -3.050 0.3651
C 4.305 -0.862 -2.485 0.9323
O 3.541 -0.386 -1.680 -0.3392
O 5.304 1.293 -2.600 -0.5710
O 5.216 -3.920 -4.303 -0.5973
H 3.503 -2.896 -2.543 0.5205
H 7.022 0.269 -4.352 0.4172
H 4.555 1.333 -1.960 0.2954
H 5.971 -3.943 -4.923 0.3507
C -3.473 -3.563 -0.930 -1.0918
C -3.662 -4.627 -1.717 0.4457
C -2.516 -5.394 -2.310 1.0505
O -2.779 -6.363 -3.002 -0.6529
C -1.165 -4.940 -2.034 -0.9271
C -0.967 -3.870 -1.249 0.2026
C -2.115 -3.121 -0.631 0.9267
O -1.850 -2.182 0.086 -0.4421
O 0.236 -3.399 -0.966 -0.5441
O -4.870 -5.092 -2.035 -0.5962
H -4.291 -3.007 -0.495 0.4582
H -0.349 -5.489 -2.482 0.4393
H 0.113 -2.609 -0.396 0.2943
H -4.711 -5.866 -2.611 0.3534



(5)
73
Properties=species:S:1:pos:R:3:mulliken_charge:R:1 method="wB97M-V/def2-TZVPD" s2=0.754 homo_energy_ev="-11.25 / -11.20" orbital_gap_ev="8.79 / 7.60" spin_multiplicity=2 lumo_energy_ev="-2.452 / -3.606" total_charge=+1
Ru 0.363 -0.109 -0.457 -0.1644
C 3.619 1.784 -0.379 -1.4128
C 2.717 1.623 0.799 0.6201
C 2.953 2.203 2.042 -1.5038
C 1.918 1.800 2.862 0.8117
C 1.690 2.098 4.305 -1.3480
N 1.099 1.033 2.131 0.1448
N 1.567 0.919 0.854 0.9448
B -0.056 0.141 2.618 -1.3361
N -1.335 0.574 1.915 0.5670
N -1.346 0.662 0.557 1.2120
C -2.535 1.187 0.215 0.4819
C -3.019 1.508 -1.163 -1.0912
C -3.283 1.421 1.375 -1.8137
C -2.492 1.022 2.429 0.9950
C -2.773 1.050 3.894 -1.3674
N 0.293 -1.293 2.222 0.5009
N 0.569 -1.604 0.923 0.9873
C 0.898 -2.904 0.885 0.4262
C 1.177 -3.720 -0.329 -1.2085
C 0.857 -3.415 2.182 -1.6818
C 0.473 -2.372 2.998 1.0770
C 0.273 -2.352 4.476 -1.3467
H 4.581 2.146 -0.022 0.4751
H 3.781 0.848 -0.902 0.2931
H 3.254 2.530 -1.089 0.1517
H 3.794 2.821 2.309 0.5257
H 2.453 2.788 4.658 0.3753
H 0.713 2.552 4.467 0.2648
H 1.742 1.192 4.908 0.2502
H -0.173 0.233 3.799 -0.0401
H -2.233 1.613 -1.900 -0.0159
H -3.686 0.729 -1.536 0.1597
H -3.600 2.429 -1.121 0.4757
H -4.274 1.838 1.424 0.5576
H -3.779 1.428 4.066 0.3829
H -2.703 0.054 4.331 0.2494
H -2.071 1.696 4.422 0.2508
H 1.206 -3.151 -1.249 -0.0290
H 2.121 -4.253 -0.209 0.4302
H 0.386 -4.462 -0.440 0.2236
H 1.069 -4.428 2.477 0.5217
H 0.424 -3.352 4.876 0.3836
H 0.981 -1.680 4.962 0.2675
H -0.733 -2.026 4.737 0.2443
C -1.084 -3.125 -3.066 -1.8037
C -1.805 -2.055 -2.266 1.7674
C -3.282 -2.357 -2.103 -1.7485
O -1.171 -1.982 -0.968 -0.2261
C -1.591 -0.713 -2.955 -0.4937
O -2.182 -0.452 -3.983 -0.6575
O -0.728 0.069 -2.383 -0.0732
H -1.211 -4.100 -2.594 0.4380
H -0.020 -2.895 -3.136 0.2927
H -1.496 -3.160 -4.074 0.3918
H -3.420 -3.340 -1.648 0.4274
H -3.769 -2.339 -3.075 0.3735
H -3.766 -1.603 -1.477 0.4511
H -1.851 -1.785 -0.311 0.2960
C 1.013 3.626 -4.114 -1.3344
C 1.622 2.292 -3.909 1.0671
N 2.356 1.643 -4.752 -0.8712
N 2.633 0.455 -4.126 0.2952
C 2.079 0.349 -2.923 0.1709
S 2.135 -0.935 -1.819 -0.4847
N 1.458 1.537 -2.760 0.7108
N 0.678 1.832 -1.639 -0.7894
H 1.312 3.996 -5.091 0.3658
H 1.338 4.336 -3.353 0.3289
H -0.075 3.554 -4.085 0.2868
H 3.163 -0.256 -4.603 0.2381
H -0.283 1.968 -1.948 0.2295
H 1.064 2.637 -1.157 0.4594



(6)
68
Properties=species:S:1:pos:R:3:mulliken_charge:R:1 method="wB97M-V/def2-TZVPD" homo_energy_ev=-9.82 smiles="CC[C@H](C)C1=C(CC(=O)Br)C(=O)OC1=O.CCOC(C)=O.CCOC(C)=O.CCOC(C)=O" orbital_gap_ev=9.17 lumo_energy_ev=-0.652
C -1.795 -1.001 0.806 -0.4923
C -2.657 0.003 0.036 -1.0526
C -2.954 -0.432 -1.402 0.8732
C -3.820 -1.707 -1.429 -1.8356
C -1.697 -0.552 -2.214 0.6513
C -0.475 -0.021 -2.082 0.8272
C 0.197 0.889 -1.104 0.8002
C -0.029 2.377 -1.273 0.2485
O 0.700 3.218 -0.899 -0.5159
Br -1.678 2.893 -2.206 -0.2020
C 0.345 -0.447 -3.252 0.1338
O 1.482 -0.195 -3.490 -0.5581
O -0.426 -1.219 -4.080 -0.3890
C -1.688 -1.319 -3.510 -0.4726
O -2.559 -1.897 -4.065 -0.5203
H -0.739 -0.734 0.791 -0.0489
H -1.890 -2.018 0.420 0.2001
H -2.077 -1.048 1.860 0.3992
H -3.618 0.138 0.542 0.5417
H -2.192 0.994 0.030 0.2315
H -3.517 0.380 -1.886 0.6103
H -4.603 -1.638 -2.183 0.3606
H -4.289 -1.846 -0.453 0.4233
H -3.243 -2.610 -1.637 0.4401
H -0.040 0.656 -0.061 -1.2384
H 1.280 0.777 -1.215 0.6718
C 1.961 -3.694 3.448 -1.0278
C 0.560 -3.445 3.963 -0.1502
O -0.395 -3.365 2.899 -0.3570
C -0.973 -4.448 2.335 0.8620
C -0.553 -5.836 2.755 -1.2077
O -1.785 -4.259 1.470 -0.5437
H 2.040 -4.661 2.951 0.3341
H 2.671 -3.679 4.276 0.3841
H 2.240 -2.918 2.737 0.2887
H 0.254 -4.189 4.700 0.3513
H 0.501 -2.469 4.444 0.0440
H 0.208 -6.180 2.053 0.2877
H -1.417 -6.488 2.660 0.3498
H -0.152 -5.908 3.761 0.3475
C 1.048 0.219 6.242 -0.8591
C 1.800 1.152 5.318 -0.4439
O 1.650 0.784 3.940 -0.4017
C 0.590 1.157 3.195 0.6553
C -0.581 1.860 3.839 -1.0720
O 0.587 0.866 2.029 -0.4580
H -0.028 0.263 6.072 0.2794
H 1.240 0.487 7.281 0.3975
H 1.379 -0.808 6.085 0.1680
H 1.517 2.194 5.469 0.3590
H 2.872 1.082 5.495 0.3345
H -1.329 1.104 4.082 0.2582
H -1.010 2.533 3.102 0.3301
H -0.344 2.416 4.741 0.3881
C 1.927 2.062 -5.940 -0.7838
C 2.460 2.883 -4.787 -0.1666
O 3.230 4.010 -5.230 -0.4161
C 2.667 5.178 -5.603 0.7066
C 1.162 5.292 -5.696 -0.7835
O 3.388 6.091 -5.901 -0.5716
H 1.233 2.633 -6.558 0.2703
H 1.411 1.184 -5.551 0.1776
H 2.749 1.723 -6.571 0.2892
H 1.666 3.207 -4.113 0.2352
H 3.160 2.295 -4.196 0.2932
H 0.876 5.100 -6.731 0.2435
H 0.893 6.317 -5.457 0.3048
H 0.609 4.613 -5.055 0.2160



Copy entry 1 word for word.
65
Properties=species:S:1:pos:R:3:mulliken_charge:R:1 method="wB97M-V/def2-TZVPD" homo_energy_ev=-8.10 smiles="Cc1noc(/C=C/N(C)C)c1S(=O)(=O)N1CCC[C@@H](C(=O)NCCC2=CCCCC2)C1" orbital_gap_ev=8.55 lumo_energy_ev=0.457
C -2.802 2.930 -2.689 -1.3083
C -2.076 1.649 -2.548 0.2393
N -2.639 0.482 -2.707 -0.9252
O -1.685 -0.475 -2.482 -0.1777
C -0.516 0.117 -2.173 -0.1582
C 0.646 -0.630 -1.851 -0.4597
C 0.656 -1.987 -1.810 0.4433
N 1.717 -2.763 -1.545 0.1531
C 1.595 -4.189 -1.405 -1.0425
C 3.018 -2.190 -1.295 -1.0161
C -0.709 1.490 -2.205 -0.0747
S 0.466 2.757 -1.904 1.6963
O 1.783 2.169 -1.958 -0.7478
O 0.212 3.872 -2.765 -0.8150
N 0.037 3.235 -0.348 0.1833
C 0.624 4.499 0.059 -0.9108
C 2.088 4.348 0.471 -0.5074
C 2.231 3.272 1.547 -1.1939
C 1.648 1.957 1.029 1.3177
C 1.748 0.837 2.054 -0.0820
O 2.084 1.004 3.206 -0.7274
N 1.462 -0.388 1.541 0.3478
C 1.320 -1.539 2.404 -1.0396
C -0.073 -1.611 3.046 -1.5084
C -1.170 -1.790 2.033 1.2055
C -1.993 -0.803 1.706 -0.5411
C -3.131 -0.924 0.740 -0.8633
C -3.092 -2.230 -0.048 -0.0534
C -2.695 -3.385 0.863 -1.1680
C -1.288 -3.152 1.405 0.0371
C 0.178 2.198 0.648 -0.9132
H -3.030 3.330 -1.701 0.2575
H -2.163 3.647 -3.200 0.3324
H -3.728 2.776 -3.235 0.4294
H 1.527 -0.031 -1.694 0.4919
H -0.267 -2.516 -2.008 0.5542
H 1.852 -4.502 -0.388 0.3594
H 2.266 -4.700 -2.101 0.3479
H 0.575 -4.502 -1.618 0.3223
H 3.076 -1.747 -0.296 0.2201
H 3.234 -1.414 -2.029 0.4186
H 3.773 -2.969 -1.378 0.3750
H 0.524 5.172 -0.794 0.4717
H 0.028 4.886 0.893 0.4569
H 2.670 4.060 -0.407 0.3264
H 2.463 5.304 0.838 0.4572
H 3.280 3.131 1.810 0.3948
H 1.699 3.567 2.454 0.3345
H 2.187 1.659 0.125 0.4738
H 1.034 -0.442 0.627 -0.3051
H 1.523 -2.441 1.821 0.3334
H 2.071 -1.440 3.192 0.5456
H -0.229 -0.689 3.608 0.3909
H -0.082 -2.446 3.750 0.5333
H -1.893 0.162 2.187 0.3419
H -4.065 -0.861 1.310 0.3994
H -3.127 -0.074 0.052 0.2033
H -2.368 -2.141 -0.859 -0.2165
H -4.068 -2.416 -0.499 0.3473
H -3.397 -3.445 1.697 0.3511
H -2.736 -4.330 0.318 0.4169
H -0.565 -3.236 0.586 -0.2180
H -1.037 -3.920 2.142 0.4686
H -0.286 1.295 0.244 -0.2895
H -0.385 2.510 1.534 0.2834